w) 41
Properties=species:S:1:pos:R:3:mulliken_charge:R:1 method="wB97M-V/def2-TZVPD" gap_ha=0.333
N 0.600 -1.830 -1.359 -0.76
C 0.883 -1.739 0.078 0.19
C 2.345 -2.200 0.446 -1.01
C 3.393 -1.174 0.079 0.44
C 4.741 -1.245 0.250 -0.67
N 5.199 -0.051 -0.226 -0.05
C 4.201 0.653 -0.758 -0.35
N 3.012 0.025 -0.550 -0.38
C 0.576 -0.281 0.647 0.13
O 0.987 0.176 1.735 -0.73
N 0.112 0.554 -0.325 -0.09
C -0.408 1.915 -0.218 0.14
C -1.537 1.998 0.867 -1.59
C -2.585 0.990 0.420 0.04
C -3.630 1.379 -0.398 -0.21
C -4.637 0.477 -0.730 -0.66
C -4.544 -0.849 -0.223 0.93
O -5.558 -1.688 -0.538 -0.54
C -3.522 -1.218 0.662 -0.86
C -2.586 -0.236 0.986 -0.13
C 0.619 3.074 -0.139 0.25
O 0.354 4.257 -0.206 -0.59
O 1.912 2.607 0.045 -0.49
H 0.165 -2.671 -1.841 0.21
H 1.450 -1.589 -1.893 0.25
H 0.222 -2.422 0.633 0.50
H 2.342 -2.296 1.585 0.29
H 2.521 -3.211 0.061 0.44
H 5.490 -1.900 0.719 0.41
H 6.191 0.145 -0.302 0.21
H 4.289 1.707 -1.020 0.45
H -0.232 0.124 -1.164 0.45
H -0.927 2.115 -1.189 0.50
H -1.220 1.679 1.827 0.38
H -1.957 2.948 0.982 0.69
H -3.673 2.409 -0.869 0.33
H -5.621 0.848 -1.128 0.31
H -5.476 -2.462 0.021 0.28
H -3.496 -2.231 1.116 0.22
H -1.930 -0.451 1.755 0.65
H 1.930 1.663 0.160 0.40

x) 41
Properties=species:S:1:pos:R:3:mulliken_charge:R:1 method="wB97M-V/def2-TZVPD" gap_ha=0.319
C -6.923 -0.516 0.859 -1.06
C -6.307 -0.975 -0.459 -0.45
O -4.915 -1.192 -0.363 -0.52
C -4.063 -0.110 -0.295 1.12
C -4.402 1.217 -0.486 -0.40
C -3.422 2.201 -0.407 -1.10
C -2.115 1.870 -0.141 -0.56
C -1.748 0.534 0.053 0.36
C -0.379 0.163 0.330 -0.37
N 0.534 1.042 0.429 -0.87
N 1.790 0.640 0.690 0.43
C 2.824 1.533 0.763 0.43
O 2.683 2.724 0.658 -0.60
C 4.183 0.894 1.048 -0.88
C 4.520 -0.354 0.223 0.64
C 4.234 -0.185 -1.274 0.15
O 4.613 0.664 -2.034 -0.62
N 3.442 -1.257 -1.588 0.12
N 3.172 -2.081 -0.536 -0.62
C 3.738 -1.612 0.513 0.07
C 3.672 -2.280 1.835 -1.37
C -2.728 -0.459 -0.026 0.21
O -2.404 -1.766 0.158 -0.63
H -6.502 0.435 1.172 0.35
H -7.997 -0.405 0.740 0.37
H -6.728 -1.251 1.636 0.31
H -6.530 -0.266 -1.264 0.33
H -6.711 -1.952 -0.741 0.35
H -5.419 1.503 -0.699 0.34
H -3.702 3.232 -0.558 0.36
H -1.342 2.618 -0.075 0.50
H -0.173 -0.906 0.448 0.42
H 1.964 -0.363 0.797 0.28
H 4.925 1.666 0.841 0.34
H 4.232 0.653 2.114 0.37
H 5.589 -0.559 0.346 0.58
H 3.046 -1.467 -2.491 0.22
H 3.302 -1.597 2.600 0.32
H 3.018 -3.145 1.775 0.37
H 4.667 -2.607 2.135 0.37
H -3.218 -2.281 0.061 0.34

Each structure's energy above the most stable one, in kJ/mol: w) 0.0; x) 108.0.

w) 8
Properties=species:S:1:pos:R:3:mulliken_charge:R:1 method="wB97M-V/def2-TZVPD" gap_ha=0.292
C 0.256 -0.036 0.581 -0.52
C -0.333 0.528 1.620 0.62
C 1.412 -0.919 -2.347 -0.54
C 0.425 -0.578 -1.662 0.29
N -0.369 0.042 -0.700 0.51
O -0.925 1.049 2.452 -0.25
O -1.503 0.577 -0.680 -0.52
H 1.036 -0.664 0.735 0.40

x) 8
Properties=species:S:1:pos:R:3:mulliken_charge:R:1 method="wB97M-V/def2-TZVPD" gap_ha="0.239 / 0.259"
C -0.030 1.192 -0.216 0.01
C -0.368 0.703 -1.499 -0.30
C -0.167 -1.386 -0.461 0.21
C 0.225 -0.913 0.944 0.46
N 0.206 0.405 0.787 -0.32
O -0.365 -0.590 -1.350 0.02
O 0.456 -1.663 1.845 -0.51
H 0.042 2.251 -0.050 0.42

y) 8
Properties=species:S:1:pos:R:3:mulliken_charge:R:1 method="wB97M-V/def2-TZVPD" gap_ha="0.268 / 0.267"
C -0.008 0.797 0.505 -0.54
C 1.013 1.609 0.809 0.76
C -1.336 -3.396 -0.356 0.24
C -1.472 -2.231 -0.528 -0.32
N -0.091 0.090 -0.646 0.06
O 1.938 2.284 0.722 -0.23
O 0.791 0.145 -1.542 -0.39
H -0.836 0.702 1.036 0.42

Each structure's energy above the most stable one, in kJ/mol: w) 47.4; x) 0.0; y) 446.6.

w) 19
Properties=species:S:1:pos:R:3:mulliken_charge:R:1 method="wB97M-V/def2-TZVPD" gap_ha=0.436 charge=+1
Li 9.841 14.450 -7.381 0.85
O 8.314 13.158 -6.416 -0.59
H 7.459 13.566 -6.384 0.30
H 8.199 12.453 -7.064 0.31
O 11.607 13.321 -6.727 -0.58
H 11.475 12.409 -6.435 0.29
H 12.399 13.631 -6.296 0.28
O 8.355 15.496 -8.167 -0.56
H 7.441 15.152 -7.893 0.30
H 8.300 15.552 -9.125 0.31
O 9.209 13.110 -9.362 -0.59
H 9.447 13.398 -10.231 0.30
H 8.221 12.951 -9.376 0.32
O 9.874 15.762 -5.615 -0.60
H 8.987 15.630 -5.319 0.31
H 10.488 15.282 -5.105 0.33
O 11.218 15.672 -8.473 -0.64
H 11.712 15.074 -9.066 0.34
H 11.757 15.902 -7.708 0.32

x) 19
Properties=species:S:1:pos:R:3:mulliken_charge:R:1 method="wB97M-V/def2-TZVPD" gap_ha=0.369 charge=+1
Li -0.047 0.222 0.030 0.91
O -0.110 -1.321 1.644 -0.42
H -0.834 -1.494 2.000 0.19
H 0.433 -0.727 2.146 0.31
O 1.163 1.491 0.674 -0.59
H 1.474 1.498 1.689 0.35
H 1.922 1.129 0.516 0.29
O -0.324 -2.024 -0.287 -0.81
H 0.141 -1.754 0.606 0.48
H -1.256 -2.393 -0.197 0.26
O 1.953 -0.061 -1.095 -0.62
H 2.713 -0.756 -1.281 0.31
H 1.979 0.596 -1.779 0.32
O -0.915 0.687 -1.842 -0.53
H -1.847 0.744 -1.786 0.25
H -0.787 0.002 -2.423 0.30
O -1.743 0.988 0.624 -0.73
H -1.419 1.979 0.913 0.40
H -2.497 1.195 -0.152 0.33

Each structure's energy above the most stable one, in kJ/mol: w) 0.0; x) 429.1.